Record 1
Density functional theory data (ωB97M-V/def2-TZVPD) for 7 unconnected molecules or ions with the total composition C9H34NO6.

Each line ends with the Mulliken charge.
Element x y z (Å)
N1 18.57296 -2.16859 5.07455  0.507
H1 18.21571 -2.83831 4.40826  0.191
H2 19.47546 -2.44858 5.43120  -0.199
H3 17.87742 -2.04955 5.79715  0.693
H4 18.74594 -1.30002 4.58899  0.213
C1 18.92388 -2.73441 1.35847  -1.193
C2 18.73662 -3.99577 2.14040  0.279
C3 20.05968 -4.56366 2.71794  -0.872
O1 17.80443 -3.93863 3.20926  -0.569
H5 17.98916 -2.26539 1.05120  0.381
H6 19.68152 -2.82892 0.58056  0.405
H7 19.39953 -2.02065 2.03108  0.152
H8 18.29342 -4.73902 1.47764  0.378
H9 19.91402 -5.62245 2.93205  0.286
H10 20.30705 -4.01483 3.62662  -0.033
H11 20.91813 -4.63860 2.05045  0.448
H12 17.06302 -3.55649 2.73400  0.267
C4 18.35033 -5.23792 7.94562  -1.022
C5 17.51282 -5.41182 6.73950  1.179
C6 18.16412 -6.28823 5.69744  -0.966
O2 16.37843 -6.10853 7.19381  -0.588
H13 19.31679 -4.77465 7.74702  -0.066
H14 18.56252 -6.19304 8.42605  0.425
H15 17.88752 -4.70667 8.77730  0.382
H16 17.19204 -4.46290 6.30968  -0.417
H17 18.30102 -7.31727 6.02977  0.385
H18 19.13296 -5.85424 5.45024  0.061
H19 17.64917 -6.31084 4.73702  0.260
H20 16.71600 -6.81290 7.75194  0.390
C7 21.89056 -1.20862 5.74016  -1.232
C8 22.00328 -2.53439 6.49716  0.411
C9 21.79530 -2.37912 7.98346  -1.360
O3 20.92219 -3.27209 6.08657  -0.708
H21 20.95235 -0.68218 5.91544  0.151
H22 21.96850 -1.31663 4.65833  0.320
H23 22.66888 -0.62888 6.23635  0.464
H24 22.85145 -3.18411 6.28138  0.354
H25 22.62160 -1.83676 8.44299  0.447
H26 21.83866 -3.34797 8.48102  0.386
H27 20.88871 -1.85099 8.27892  0.277
H28 21.15306 -4.17417 6.32014  0.245
O4 19.52875 0.30432 3.58010  -0.608
H29 18.97392 0.62130 2.86742  0.237
H30 20.31266 0.85179 3.53565  0.289
O5 18.52496 0.75304 6.32903  -0.585
H31 18.86172 1.03792 5.47953  0.299
H32 18.66650 1.50281 6.90700  0.313
O6 16.51437 -1.97186 6.67440  -0.594
H33 16.27511 -1.19113 7.17385  0.247
H34 15.80172 -2.58946 6.83849  0.286

Its charge is +1.



Record 2
Density functional theory data (ωB97M-V/def2-TZVPD) for 10 unconnected molecules or ions with the total composition C9H36F2N19O13S2.

Each line ends with the Mulliken charge.
Element x y z (Å)
N1 0.79725 -1.25101 -0.69115  -0.184
S1 -0.45787 -0.54096 -0.42958  1.057
O1 -1.66386 -0.74190 -1.24065  -0.594
O2 -0.23344 0.73409 0.24984  -0.609
F1 -0.71357 -1.49957 0.84417  -0.323
S2 1.02490 -0.42409 -2.19482  1.087
O3 0.54539 0.92716 -2.50937  -0.538
O4 1.10049 -1.22213 -3.41388  -0.623
F2 2.56955 -0.09657 -1.95516  -0.277
C1 -3.37933 6.80715 5.35566  0.555
O5 -4.17954 6.62121 6.15651  -0.583
N2 -2.80632 5.86688 4.68705  -0.429
N3 -2.92282 7.97618 5.04399  -0.384
H1 -3.20977 4.96537 4.89823  0.234
H2 -1.81823 5.87864 4.47813  0.208
H3 -2.23354 8.16308 4.32980  0.182
H4 -3.52385 8.71241 5.38578  0.217
C2 1.54271 -6.59591 6.08841  0.666
O6 2.71431 -6.63431 6.53528  -0.686
N4 1.15280 -6.43085 4.86246  -0.366
N5 0.53271 -6.72471 6.85398  -0.376
H5 1.83969 -6.22976 4.14984  0.204
H6 0.18725 -6.40205 4.56752  0.156
H7 0.71773 -6.46518 7.81236  0.225
H8 -0.39322 -6.76139 6.45224  0.176
C3 -6.47788 4.71938 -2.33183  0.606
O7 -7.12384 5.05068 -1.36414  -0.634
N6 -6.01457 5.55020 -3.19498  -0.397
N7 -6.10310 3.45824 -2.65258  -0.452
H9 -6.23768 6.50795 -2.96466  0.232
H10 -5.25224 5.32486 -3.81802  0.183
H11 -6.42549 2.90342 -1.87262  0.249
H12 -5.28936 3.31917 -3.23446  0.214
C4 4.28154 -6.15533 -7.44910  0.658
O8 5.08075 -6.86065 -8.06256  -0.682
N8 4.64135 -5.12487 -6.75629  -0.426
N9 3.02381 -6.33468 -7.35974  -0.382
H13 4.01579 -4.74452 -6.06051  0.182
H14 5.60728 -5.01218 -6.48357  0.235
H15 2.47739 -5.71413 -6.77970  0.186
H16 2.75287 -7.23999 -7.71624  0.229
C5 0.23389 8.86196 -0.08133  0.663
O9 0.24114 9.61043 0.88013  -0.673
N10 -0.09569 7.62317 -0.06978  -0.305
N11 0.61970 9.19760 -1.24994  -0.333
H17 -0.16891 7.20163 -0.98468  0.124
H18 -0.21347 6.94269 0.66722  0.186
H19 1.05834 10.08127 -1.46635  0.202
H20 0.44102 8.45985 -1.91620  0.136
C6 5.22450 0.09248 3.39593  0.657
O10 6.27314 0.60670 3.87031  -0.693
N12 4.98602 -0.90605 2.65940  -0.341
N13 4.05168 0.64822 3.63830  -0.387
H21 5.77751 -1.28461 2.15907  0.225
H22 4.07958 -1.16318 2.29558  0.201
H23 3.99072 1.47269 4.21849  0.196
H24 3.16087 0.23787 3.39709  0.143
C7 -2.44578 -1.50191 -10.00559  0.676
O11 -3.10517 -2.49011 -9.69734  -0.679
N14 -1.69885 -0.70984 -9.27994  -0.365
N15 -2.62208 -0.97646 -11.12193  -0.378
H25 -1.22491 0.05419 -9.74008  0.150
H26 -1.48528 -0.91311 -8.31393  0.204
H27 -3.30130 -1.49247 -11.66275  0.222
H28 -2.02429 -0.24822 -11.48582  0.170
C8 3.38210 -6.89767 -0.86943  0.632
O12 3.63775 -8.03799 -1.04922  -0.638
N16 2.22607 -6.30820 -1.12176  -0.378
N17 4.14655 -6.08683 -0.28333  -0.404
H29 1.53363 -6.88139 -1.58227  0.202
H30 2.09716 -5.31981 -0.95875  0.152
H31 4.02058 -5.10163 -0.46668  0.195
H32 5.07507 -6.46379 -0.15741  0.240
C9 -2.62590 0.51148 8.19712  0.624
O13 -3.38842 0.58036 7.26738  -0.636
N18 -2.03232 -0.63000 8.42114  -0.413
N19 -2.29692 1.48472 9.05614  -0.398
H33 -2.22136 -1.31881 7.70706  0.224
H34 -1.22724 -0.79972 9.00692  0.177
H35 -2.68898 2.39478 8.86070  0.242
H36 -1.53579 1.19002 9.65105  0.179

Its charge is -1.



Record 3
Density functional theory data (ωB97M-V/def2-TZVPD) for a molecular structure, C9H36F2N19O13S2Sn.

Each line ends with the Mulliken charge.
Element x y z (Å)
Sn1 -1.32255 1.20888 3.69892  1.522
N1 -0.19522 0.83281 1.15992  0.022
S1 0.15365 1.92499 -0.00144  0.622
O1 -0.87742 2.81945 -0.38481  -0.703
O2 1.23815 1.66114 -0.87772  -0.421
F1 0.96055 2.80415 1.12157  -0.409
S2 -0.91623 -0.27883 0.13093  0.607
O3 -0.15289 -1.48561 0.12533  -0.347
O4 -1.61526 0.07275 -1.05798  -0.353
F2 -2.12808 -0.67023 1.06422  -0.172
C1 3.23156 -2.04153 -2.45340  0.540
O5 2.93386 -3.19258 -2.73321  -0.682
N2 2.42898 -1.28550 -1.63210  0.149
N3 4.38522 -1.42727 -2.86218  -0.321
H1 1.54352 -1.66401 -1.35670  -0.061
H2 2.85422 -0.45866 -1.24527  -0.032
H3 4.36796 -0.43835 -2.68624  0.172
H4 4.99556 -1.87555 -3.51645  0.232
C2 -0.79178 -5.05362 1.74866  0.609
O6 -1.32452 -5.87984 2.47109  -0.663
N4 -1.46745 -4.35258 0.78713  -0.288
N5 0.51007 -4.63341 1.84686  -0.360
H5 -1.13885 -3.51426 0.34619  0.159
H6 -2.44041 -4.58820 0.70587  0.190
H7 1.05687 -4.98457 2.61299  0.257
H8 0.71054 -3.68843 1.56824  0.035
C3 -4.26799 2.27732 0.39322  0.549
O7 -3.57475 2.04835 1.39496  -0.565
N6 -3.84337 2.96024 -0.69681  -0.213
N7 -5.61328 2.03567 0.41121  -0.432
H9 -2.84773 3.07824 -0.74785  0.253
H10 -4.43929 3.22771 -1.45649  0.192
H11 -6.11647 2.44837 -0.35117  0.171
H12 -5.99261 1.70922 1.27886  0.244
C4 1.14592 -1.69738 3.34476  0.428
O8 -0.09042 -1.71870 3.58231  -0.545
N8 1.97899 -2.44916 4.10863  -0.404
N9 1.69369 -0.89250 2.43112  0.199
H13 2.96879 -2.40268 3.95227  0.158
H14 1.45489 -3.03561 4.73502  0.255
H15 1.15361 -0.32940 1.80012  0.105
H16 2.69357 -0.75850 2.38793  -0.031
C5 0.47735 1.72903 -4.35021  0.662
O9 -0.32054 1.96907 -5.24457  -0.652
N10 0.99182 0.46137 -4.24830  -0.373
N11 1.01034 2.66125 -3.51924  -0.241
H17 1.65501 0.27074 -3.51617  0.237
H18 0.51495 -0.26636 -4.73552  0.222
H19 0.61066 3.57915 -3.53909  0.145
H20 1.67922 2.36396 -2.83874  0.097
C6 2.17320 5.43293 -0.25341  0.714
O10 3.26646 4.93901 -0.04004  -0.623
N12 1.74917 5.87783 -1.48254  -0.389
N13 1.30969 5.72030 0.76981  -0.377
H21 2.32622 6.32394 -2.17079  0.225
H22 0.76692 6.08688 -1.53864  0.152
H23 0.42940 6.16633 0.59331  0.161
H24 1.48476 5.21504 1.61716  0.172
C7 -3.11866 -1.31731 -4.36630  0.541
O11 -4.24942 -1.18700 -3.91613  -0.638
N14 -2.09347 -0.49985 -4.00513  -0.058
N15 -2.80325 -2.24627 -5.31856  -0.401
H25 -2.14730 0.04021 -3.16086  0.095
H26 -1.15614 -0.75310 -4.24240  0.054
H27 -3.43725 -2.98752 -5.53754  0.212
H28 -2.04317 -1.94936 -5.90441  0.201
C8 4.74200 0.80180 1.55249  0.525
O12 4.89985 0.51875 0.38212  -0.577
N16 3.85124 1.69420 2.06681  -0.279
N17 5.38797 0.09337 2.55170  -0.395
H29 3.55706 1.71501 3.02389  0.243
H30 3.20422 2.07138 1.38872  0.050
H31 6.06495 -0.57446 2.22879  0.234
H32 5.29806 0.41954 3.49477  0.187
C9 -3.65110 -2.06911 3.50785  0.709
O13 -3.58577 -0.86589 3.19873  -0.550
N18 -2.81320 -2.64710 4.40802  -0.262
N19 -4.53152 -2.92484 2.95006  -0.400
H33 -1.97343 -2.16508 4.66798  0.119
H34 -2.97508 -3.55634 4.80087  0.187
H35 -5.16985 -2.61602 2.23803  0.235
H36 -4.68495 -3.83782 3.33890  0.171

Its charge is +1.



Record 4
Density functional theory data (ωB97M-V/def2-TZVPD) for 9 unconnected molecules or ions with the total composition C9H36N10O9.

Each line ends with the Mulliken charge.
Element x y z (Å)
N1 2.56455 -3.21272 -4.36588  -0.376
C1 1.51548 -2.47258 -4.35206  0.661
N2 0.43612 -3.15219 -3.99593  -0.436
O1 1.48159 -1.24265 -4.49337  -0.680
H1 2.37018 -4.20377 -4.37776  0.189
H2 3.44589 -2.80405 -4.64215  0.234
H3 -0.38240 -2.56149 -3.96120  0.214
H4 0.48381 -4.06999 -3.57704  0.198
N3 2.74561 -0.13379 6.34747  -0.393
C2 2.79864 0.14832 5.08981  0.702
N4 1.79083 0.85244 4.68466  -0.407
O2 3.72806 -0.20028 4.31480  -0.708
H5 3.48290 -0.66384 6.78970  0.232
H6 1.95528 0.12074 6.92254  0.158
H7 1.18398 1.32418 5.33987  0.179
H8 1.87193 1.09036 3.70644  0.242
N5 -0.33719 0.70370 -0.85483  -0.369
C3 0.73192 0.28704 -0.13880  0.573
N6 0.79166 -0.97246 0.05251  -0.371
O3 1.40728 1.05890 0.50637  -0.688
H9 -0.48755 1.69230 -0.71284  0.214
H10 -0.96993 0.08460 -1.34111  0.157
H11 0.60372 -1.54504 -0.75800  0.223
H12 1.57838 -1.16533 0.65581  0.266
N7 -1.47328 -5.32767 1.35441  -0.327
C4 -1.57257 -6.00002 0.24573  0.630
N8 -2.08465 -7.18319 0.58253  -0.391
O4 -1.17074 -5.77965 -0.85696  -0.628
H13 -2.01497 -5.70061 2.12095  0.162
H14 -1.19677 -4.35704 1.39331  0.209
H15 -2.41881 -7.35727 1.51961  0.133
H16 -2.00111 -7.95710 -0.06104  0.208
N9 0.99949 6.61711 0.02105  -0.354
C5 0.14353 6.55278 -0.88669  0.599
N10 0.21989 7.55328 -1.70023  -0.473
O5 -0.59942 5.64142 -0.98471  -0.625
H17 1.22741 7.59146 0.15810  0.159
H18 1.01932 5.92448 0.75588  0.240
H19 0.41333 8.47636 -1.33885  0.214
H20 -0.47633 7.42732 -2.42100  0.243
C6 4.76256 2.91478 -2.53225  -0.526
O6 4.40036 3.42366 -1.31752  -0.499
H21 5.44670 2.11208 -2.25709  0.250
H22 3.91791 2.35727 -2.93704  0.205
H23 5.17445 3.59804 -3.27495  0.239
H24 3.77338 2.79524 -0.95204  0.327
C7 -5.54430 4.44004 -2.51024  -0.597
O7 -4.60163 4.13839 -1.46634  -0.500
H25 -5.17177 4.12187 -3.48394  0.263
H26 -6.45880 3.87716 -2.32329  0.221
H27 -5.92483 5.46136 -2.49620  0.323
H28 -3.85404 4.74045 -1.48153  0.302
C8 -5.35364 -0.71252 -1.26190  -0.477
O8 -4.92718 0.32419 -2.16864  -0.511
H29 -6.44234 -0.66563 -1.23640  0.226
H30 -5.08489 -1.67961 -1.68688  0.200
H31 -4.93663 -0.55334 -0.26748  0.249
H32 -4.62497 1.11673 -1.71902  0.298
C9 1.67603 -4.53949 4.91769  -0.616
O9 2.87911 -4.83361 4.21443  -0.488
H33 1.09690 -5.43173 5.15562  0.275
H34 1.93200 -4.25999 5.93968  0.277
H35 0.92757 -3.86969 4.49428  0.231
H36 3.13315 -3.95941 3.90973  0.315

The structure (SMILES) is NC(N)=O.NC(N)=O.NC(N)=O.NC(N)=O.NC(N)=O.CO.CO.CO.CO.



Calculated HOMO energy, -12.493, -7.475, -10.893, -9.302 eV (same order as the records).
Calculated energy relative to the best compared isomer or geometry (same formula, charge and spin), 102.7, 1032.0, 0.0, 473.9 kJ/mol (same order as the records).